No. 1
{
  "formula": "C20H33N3O4S",
  "method": "the ωB97M-V functional and the def2-TZVPD basis",
  "total_charge": 0,
  "multiplicity": 1,
  "orbital_gap_ha": 0.3406,
  "mol_weight_g_mol": 411.57,
  "smiles": "CCNS(=O)(=O)CC(=O)N(C)C[C@H](C)NC(=O)C[C@H](C)c1ccc(CC)cc1",
  "homo_ev": -8.72,
  "symbols": ["C", "C", "N", "S", "O", "O", "C", "C", "O", "N", "C", "C", "C", "C", "N", "C", "O", "C", "C", "C", "C", "C", "C", "C", "C", "C", "C", "C", "H", "H", "H", "H", "H", "H", "H", "H", "H", "H", "H", "H", "H", "H", "H", "H", "H", "H", "H", "H", "H", "H", "H", "H", "H", "H", "H", "H", "H", "H", "H", "H", "H"],
  "xyz": [[-4.1490, -0.3844, 3.9956], [-4.2687, -0.5086, 2.4862], [-3.9772, 0.7489, 1.7843], [-2.4557, 1.1863, 1.4086], [-2.3854, 2.6126, 1.5906], [-1.5176, 0.3156, 2.0569], [-2.2781, 0.9703, -0.3606], [-2.1519, -0.4820, -0.7815], [-2.6963, -1.3648, -0.1365], [-1.4096, -0.7250, -1.8897], [-0.8546, 0.3255, -2.7300], [-1.0857, -2.1125, -2.2050], [0.4234, -2.3570, -2.2628], [0.8165, -3.2863, -3.4013], [0.8984, -2.7326, -0.9364], [2.1884, -2.4432, -0.6009], [3.0450, -2.2550, -1.4467], [2.4877, -2.3415, 0.8801], [3.3585, -1.1056, 1.1555], [3.7138, -1.0293, 2.6384], [2.7107, 0.1750, 0.6585], [1.6057, 0.7362, 1.2967], [1.0916, 1.9604, 0.8927], [1.6534, 2.6585, -0.1744], [1.1474, 4.0274, -0.5600], [-0.2582, 4.0139, -1.1605], [2.7125, 2.0645, -0.8534], [3.2350, 0.8459, -0.4419], [-4.4067, -1.3314, 4.4721], [-3.1299, -0.1208, 4.2761], [-4.8246, 0.3806, 4.3848], [-3.5878, -1.2551, 2.0900], [-5.2754, -0.8083, 2.1915], [-4.5019, 1.5613, 2.0831], [-3.1542, 1.4310, -0.8193], [-1.3989, 1.5619, -0.6068], [-1.5623, 1.1447, -2.8437], [0.0880, 0.7209, -2.3406], [-0.6728, -0.0876, -3.7216], [-1.5706, -2.7408, -1.4618], [-1.5212, -2.3566, -3.1785], [0.9105, -1.4030, -2.4901], [0.5230, -2.8317, -4.3485], [1.8926, -3.4415, -3.3992], [0.3189, -4.2557, -3.3140], [0.2245, -2.6708, -0.1889], [1.5651, -2.2894, 1.4649], [3.0273, -3.2409, 1.1879], [4.2758, -1.2419, 0.5800], [4.3509, -0.1683, 2.8415], [2.8184, -0.9348, 3.2558], [4.2425, -1.9313, 2.9529], [1.1421, 0.2334, 2.1375], [0.2569, 2.3896, 1.4369], [1.1412, 4.6685, 0.3248], [1.8469, 4.4765, -1.2681], [-0.5567, 5.0113, -1.4859], [-0.3055, 3.3474, -2.0254], [-0.9859, 3.6819, -0.4178], [3.1604, 2.5803, -1.6960], [4.0694, 0.4073, -0.9757]],
  "lowdin_charge": [-0.087, -0.278, -0.141, 0.601, -0.306, -0.275, -0.132, -0.465, 0.047, -0.080, -0.031, -0.100, -0.349, -0.039, 0.120, -0.475, 0.069, -0.069, -0.328, -0.058, -0.198, -0.020, -0.037, -0.244, -0.201, -0.090, -0.038, -0.025, 0.075, 0.070, 0.073, 0.093, 0.115, 0.113, 0.127, 0.062, 0.090, 0.090, 0.101, 0.123, 0.131, 0.126, 0.080, 0.074, 0.085, 0.132, 0.120, 0.131, 0.135, 0.086, 0.076, 0.079, 0.106, 0.102, 0.116, 0.105, 0.074, 0.066, 0.050, 0.109, 0.115]
}

No. 2
{
  "formula": "C7H12N",
  "method": "the ωB97M-V functional and the def2-TZVPD basis",
  "total_charge": 1,
  "multiplicity": 1,
  "orbital_gap_ha": [0.2749, 0.2471],
  "mol_weight_g_mol": 110.18,
  "homo_ev": [-12.37, -11.81],
  "symbols": ["C", "C", "C", "C", "C", "C", "C", "N", "H", "H", "H", "H", "H", "H", "H", "H", "H", "H", "H", "H"],
  "xyz": [[0.1425, 1.7259, -2.6625], [0.2587, 1.1036, -1.4743], [1.0960, -0.8418, 2.8549], [1.8915, -1.4348, 1.6952], [-0.5262, -0.7275, 0.6938], [-0.8854, 0.7652, -0.6554], [0.5517, -1.0295, 1.5119], [-2.1441, 0.4597, -1.4155], [1.0790, 2.1204, -3.0580], [-0.8319, 1.7422, -3.0820], [1.2666, 1.0816, -0.8843], [0.8012, -1.3930, 3.6072], [1.2366, 0.1477, 3.3736], [2.7731, -0.7938, 1.3437], [2.3262, -2.4010, 1.8559], [-1.4922, -0.4054, 1.1418], [-0.7084, -1.3737, -0.1589], [-2.6606, -0.0436, -0.7342], [-1.8759, -0.1349, -2.1481], [-2.2985, 1.4328, -1.8046]],
  "lowdin_charge": [0.053, -0.196, -0.061, -0.072, -0.014, -0.086, -0.198, 0.183, 0.088, 0.046, 0.147, 0.051, 0.145, 0.146, 0.111, 0.096, 0.094, 0.139, 0.132, 0.195]
}

No. 3
{
  "formula": "C4H6O2P",
  "method": "the ωB97M-V functional and the def2-TZVPD basis",
  "total_charge": -1,
  "multiplicity": 1,
  "orbital_gap_ha": 0.2394,
  "mol_weight_g_mol": 117.06,
  "smiles": "C=CC=[PH2]C(=O)[O-]",
  "homo_ev": -2.51,
  "symbols": ["C", "C", "C", "P", "C", "O", "O", "H", "H", "H", "H", "H", "H"],
  "xyz": [[-1.7291, 1.0682, 0.3673], [-0.7365, 0.2188, -0.0098], [0.5956, 0.2415, 0.3450], [2.0293, -0.5326, -0.3503], [4.0431, 0.2127, -0.0315], [4.4387, -0.5794, 0.7268], [4.2519, 1.1615, -0.6592], [-2.7394, 0.8003, 0.0250], [-1.6091, 1.9842, 0.8902], [-1.1094, -0.7530, -0.4060], [1.0954, 1.2076, 0.7283], [1.9713, -1.4036, -1.5705], [2.2303, -1.7130, 0.3779]],
  "lowdin_charge": [-0.126, -0.424, -0.487, 0.857, -0.859, 0.004, 0.040, 0.004, -0.001, 0.084, 0.049, -0.058, -0.082]
}

No. 4
{
  "formula": "C7H10",
  "method": "the ωB97M-V functional and the def2-TZVPD basis",
  "total_charge": 0,
  "multiplicity": 1,
  "orbital_gap_ha": [0.3074, 0.3117],
  "mol_weight_g_mol": 94.16,
  "homo_ev": [-7.57, -7.45],
  "symbols": ["C", "C", "C", "C", "C", "C", "C", "H", "H", "H", "H", "H", "H", "H", "H", "H", "H"],
  "xyz": [[-0.7931, -0.9060, 0.6231], [-0.6024, -1.3753, -0.6136], [-0.0074, 0.3077, 0.8281], [0.6170, 0.6526, -0.3164], [-1.1567, -2.3338, -1.5459], [-0.1371, 1.1920, 2.0707], [1.4249, 1.6273, -1.0920], [-1.4245, -1.3077, 1.4268], [-2.0431, -1.9756, -1.9664], [-1.4895, -3.1031, -0.8819], [-0.4038, -2.6573, -2.3260], [0.9009, 1.5741, 2.2667], [-0.7283, 0.7890, 2.8341], [-0.6616, 2.1665, 1.9230], [2.4098, 1.6600, -0.5541], [0.7960, 2.5897, -1.0296], [1.4972, 1.2223, -2.1051]],
  "lowdin_charge": [-0.123, -0.061, -0.334, -0.019, -0.110, -0.057, -0.101, 0.104, 0.053, 0.073, 0.102, 0.090, 0.039, 0.080, 0.089, 0.103, 0.069]
}

No. 5
{
  "formula": "C5H8OS2",
  "method": "the ωB97M-V functional and the def2-TZVPD basis",
  "total_charge": 0,
  "multiplicity": 1,
  "orbital_gap_ha": 0.3023,
  "mol_weight_g_mol": 148.25,
  "homo_ev": -8.34,
  "symbols": ["C", "C", "C", "C", "C", "O", "S", "S", "H", "H", "H", "H", "H", "H", "H", "H"],
  "xyz": [[-0.3500, -1.4827, -1.3971], [0.3943, 1.7343, -0.8833], [-0.1937, 1.3387, 0.1827], [0.1931, 0.4414, 1.3689], [-0.6867, -0.7505, 1.4753], [2.0808, -1.7005, -1.9744], [0.1309, -1.9896, 0.2358], [0.8151, -1.3975, -2.5395], [1.4091, 1.4867, -1.1909], [-0.1061, 2.3628, -1.5867], [-1.3859, -0.9109, -1.1744], [-1.2029, 1.7692, 0.3366], [1.1380, -0.0282, 1.3145], [0.0760, 1.1909, 2.1304], [-0.5611, -1.4303, 2.2661], [-1.7510, -0.6338, 1.4358]],
  "lowdin_charge": [-0.779, -0.024, -0.218, -0.272, -0.385, -0.580, 0.838, 0.779, 0.073, 0.058, 0.096, 0.116, 0.075, 0.108, 0.035, 0.080]
}

No. 6
{
  "formula": "C3H2ClN",
  "method": "the ωB97M-V functional and the def2-TZVPD basis",
  "total_charge": 0,
  "multiplicity": 1,
  "orbital_gap_ha": [0.3285, 0.3427],
  "mol_weight_g_mol": 87.51,
  "homo_ev": [-9.64, -9.44],
  "symbols": ["C", "C", "C", "N", "Cl", "H", "H"],
  "xyz": [[-0.0526, -0.5178, 0.0047], [-0.9895, 0.5820, -0.0066], [1.1873, -0.0112, 0.0023], [-0.5003, 1.7363, 0.0027], [2.7007, -0.6250, -0.0019], [-0.2723, -1.5893, 0.0190], [-2.0733, 0.4249, -0.0203]],
  "lowdin_charge": [-0.198, -0.333, -0.570, 0.173, 0.720, 0.101, 0.107]
}

No. 7
{
  "formula": "C4H10OSi2",
  "method": "the ωB97M-V functional and the def2-TZVPD basis",
  "total_charge": 0,
  "multiplicity": 1,
  "orbital_gap_ha": [0.2011, 0.2777],
  "mol_weight_g_mol": 130.29,
  "homo_ev": [-6.19, -7.71],
  "symbols": ["C", "C", "C", "C", "O", "Si", "Si", "H", "H", "H", "H", "H", "H", "H", "H", "H", "H"],
  "xyz": [[-1.2818, -2.9469, 0.2605], [-1.1160, 2.6136, 0.0486], [-1.3450, -1.7270, 0.7982], [-1.3665, 1.3795, 0.5468], [-1.0059, -0.2187, -1.8075], [3.0344, 0.2981, -0.2602], [-0.8571, -0.2120, -0.1854], [-1.8516, -3.6809, 0.7599], [-0.5925, -3.3621, -0.5043], [-1.2788, 3.4639, 0.7251], [-0.7743, 2.8998, -1.0098], [-1.8830, -1.4278, 1.7845], [-1.6777, 1.5266, 1.5800], [-0.4706, -0.8591, -2.4538], [2.3120, -0.6754, -1.0553], [2.5275, 1.5220, -0.8129], [4.4695, 0.1826, -0.1781]],
  "lowdin_charge": [-0.096, -0.093, -0.284, -0.297, -0.227, 0.566, 0.532, 0.026, 0.069, 0.046, 0.080, 0.088, 0.050, 0.140, -0.214, -0.193, -0.193]
}

Question: Which formula does entry 6 have?
Answer: C3H2ClN